Below is a molecular structure, C33H29N2O4PSSr, with properties calculated with ωB97M-V/def2-TZVPD.

Structure (XYZ):
```
71
Properties=species:S:1:pos:R:3
Sr -0.61 -1.78 -0.44
C 3.71 -0.89 -0.36
P 2.41 -1.77 -1.29
C 3.29 -3.07 -2.23
C 2.51 -4.15 -2.66
C 3.10 -5.16 -3.41
C 4.45 -5.13 -3.70
C 5.23 -4.07 -3.26
C 4.65 -3.04 -2.53
C 1.99 -0.57 -2.61
C 1.59 -1.01 -3.87
C 1.18 -0.10 -4.83
C 1.15 1.26 -4.55
C 1.51 1.70 -3.28
C 1.93 0.80 -2.32
H 3.21 -0.15 0.27
H 4.44 -0.39 -1.00
H 4.22 -1.61 0.29
H 1.45 -4.21 -2.45
H 2.47 -5.98 -3.75
H 4.91 -5.93 -4.27
H 6.29 -4.03 -3.48
H 5.26 -2.20 -2.20
H 1.57 -2.07 -4.10
H 0.86 -0.46 -5.80
H 0.81 1.97 -5.30
H 1.46 2.75 -3.04
H 2.14 1.15 -1.31
C 0.41 0.30 0.76
C 0.21 1.27 1.51
C -0.03 2.36 2.41
C -1.29 3.04 2.29
C -2.05 2.94 1.09
C -3.29 3.52 0.96
C -3.88 4.24 2.00
C -3.16 4.34 3.19
C -1.91 3.77 3.34
C 0.99 2.67 3.37
C 1.09 3.90 4.08
C 2.12 4.16 4.97
C 3.12 3.23 5.21
C 3.08 2.03 4.51
C 2.06 1.76 3.62
H -1.62 2.37 0.27
H -3.82 3.41 0.01
H -4.86 4.70 1.89
H -3.60 4.87 4.03
H -1.43 3.83 4.30
H 0.37 4.68 3.88
H 2.14 5.13 5.46
H 3.93 3.44 5.91
H 3.85 1.29 4.66
H 2.05 0.82 3.07
N -6.94 -0.03 1.08
C -5.63 -0.49 0.95
C -4.56 0.21 1.50
C -3.28 -0.26 1.29
N -3.01 -1.36 0.59
C -4.03 -2.04 0.06
C -5.35 -1.64 0.20
H -7.09 0.60 1.85
H -7.65 -0.74 1.00
H -4.71 1.13 2.05
H -2.43 0.28 1.69
H -3.78 -2.91 -0.53
H -6.14 -2.21 -0.27
O -1.23 -2.69 -2.61
S -1.43 -4.13 -2.19
O -0.61 -5.01 -3.04
O -0.91 -4.17 -0.76
O -2.85 -4.46 -2.20
```

For the HOMO energy, the calculation gives -0.0669 eV. The strongest force on any atom is 0.14 eV/Å. The value obtained for the lowest unoccupied orbital energy is 4.29 eV. The value obtained for the energy above the lowest of the compared OMol25 structures with the same formula, charge and spin is 0.000 eV. The calculation puts the total energy at -2455.75635 hartree. Its net charge is -2.